Record 1
Entry from the OMol25 dataset: a cluster of 12 separate species, H24O12 in total (wB97M-V/def2-TZVPD).

Structure (XYZ):
```
36
Properties=species:S:1:pos:R:3
O -0.003 -0.178 0.978
H -0.332 0.626 0.562
H 0.953 -0.056 1.001
O 2.559 -1.837 1.002
H 2.827 -2.164 1.869
H 3.322 -2.012 0.440
O 0.500 2.797 1.544
H -0.019 2.131 2.009
H 1.408 2.485 1.624
O -4.700 -0.569 0.623
H -5.553 -0.611 0.176
H -4.521 0.375 0.700
O -1.331 0.178 -1.908
H -1.885 0.350 -1.138
H -1.935 0.256 -2.654
O 4.123 0.490 1.545
H 3.459 0.524 2.243
H 3.627 0.223 0.763
O -2.980 -2.878 -0.567
H -3.861 -2.640 -0.256
H -2.814 -2.263 -1.291
O -0.037 -1.247 -0.595
H -0.896 -1.102 -0.183
H -0.207 -1.134 -1.537
O 3.930 -2.585 -1.805
H 3.216 -1.994 -2.070
H 4.328 -2.861 -2.638
O -1.603 3.924 -0.882
H -2.430 3.974 -1.376
H -0.928 3.839 -1.564
O -1.673 -1.363 2.357
H -1.598 -0.929 1.499
H -0.944 -0.996 2.869
O 1.971 2.794 -1.001
H 2.609 2.401 -1.608
H 1.418 2.052 -0.730
```

The LUMO energy is -0.0140 Ha. The calculation puts the HOMO energy at -8.9 eV. The HOMO-LUMO gap is 8.5064 eV. The total energy comes out at -24955.978 eV. As for the SMILES: O.O.O.O.O.O.O.O.O.O.O.O.

=====

Record 2
Entry from the OMol25 dataset: a cluster of 12 separate species, H24O12 in total (wB97M-V/def2-TZVPD).

Structure (XYZ):
```
36
Properties=species:S:1:pos:R:3
O -0.923 0.096 0.423
H -0.282 -0.084 1.120
H -0.460 0.697 -0.171
O -3.901 -3.749 0.816
H -3.444 -3.083 1.341
H -3.205 -4.144 0.279
O -1.608 1.796 -1.168
H -2.012 1.933 -2.033
H -2.358 1.650 -0.580
O 2.322 -1.644 -3.295
H 2.830 -1.199 -3.983
H 2.039 -0.929 -2.713
O 3.137 1.185 -2.514
H 3.686 1.971 -2.611
H 3.590 0.517 -3.041
O 3.385 -2.786 3.778
H 2.675 -3.436 3.716
H 2.951 -1.947 3.585
O -0.533 4.827 1.821
H 0.183 4.186 1.740
H -1.054 4.698 1.020
O -1.207 2.290 1.396
H -1.696 1.478 1.570
H -0.433 2.225 1.967
O -4.706 -0.239 -0.635
H -5.471 -0.374 -0.064
H -4.139 0.355 -0.132
O -1.679 -1.197 -1.005
H -2.627 -1.056 -1.114
H -1.415 -1.647 -1.816
O 4.053 0.568 0.828
H 3.308 0.958 0.357
H 3.796 0.617 1.756
O 1.497 -1.709 0.036
H 2.460 -1.674 0.033
H 1.240 -1.152 -0.707
```

The LUMO energy is -0.0101 Ha. The calculation puts the HOMO energy at -9.5 eV. The HOMO-LUMO gap is 9.1778 eV. The total energy comes out at -24957.141 eV. As for the SMILES: O.O.O.O.O.O.O.O.O.O.O.O.

=====

Record 3
Entry from the OMol25 dataset: a cluster of 12 separate species, H24O12 in total (wB97M-V/def2-TZVPD).

Structure (XYZ):
```
36
Properties=species:S:1:pos:R:3
O 0.616 -0.030 0.091
H 0.164 -0.553 -0.503
H -0.171 0.417 0.465
O -1.107 -1.547 1.423
H -1.961 -1.446 1.106
H -0.844 -2.529 1.266
O 0.509 4.103 3.255
H 1.021 3.539 2.664
H 0.853 5.050 3.262
O 4.113 -0.783 -2.295
H 4.255 -1.205 -3.162
H 4.903 -1.185 -1.827
O 1.060 0.821 -2.791
H 1.827 0.942 -2.133
H 0.548 1.625 -2.836
O -0.329 2.992 -0.964
H -0.342 1.958 -0.981
H -0.113 3.149 -1.894
O 0.676 -2.329 0.574
H 1.023 -3.287 0.492
H 1.480 -1.900 0.857
O -2.547 1.256 0.944
H -3.159 0.843 1.581
H -1.831 0.493 0.910
O -0.710 -2.141 -1.680
H -0.984 -2.089 -2.676
H -0.969 -3.036 -1.534
O -1.796 3.915 0.843
H -2.265 3.724 0.044
H -2.236 3.409 1.580
O -2.290 -2.164 3.170
H -2.391 -2.737 3.953
H -2.607 -1.357 3.528
O 1.719 -3.595 -2.487
H 2.643 -3.319 -2.321
H 1.843 -4.495 -2.514
```

The LUMO energy is 0.0036 Ha. The calculation puts the HOMO energy at -9.2 eV. The HOMO-LUMO gap is 9.2536 eV. The total energy comes out at -24955.182 eV. As for the SMILES: O.O.O.O.O.O.O.O.O.O.O.O.

=====

Record 4
Entry from the OMol25 dataset: a structure of composition H24O16SZn2 (wB97M-V/def2-TZVPD).

Structure (XYZ):
```
43
Properties=species:S:1:pos:R:3
Zn 2.421 -0.521 1.854
Zn -1.669 -2.468 -0.909
S 0.185 0.023 0.402
O 0.402 -0.094 1.891
O -0.225 1.354 0.016
O 1.593 -0.272 -0.021
O -0.812 -0.927 -0.153
O -0.108 -2.719 -2.229
H -0.477 -2.946 -3.097
H 0.809 -3.025 -2.267
O -2.104 0.148 3.163
H -1.220 0.164 2.764
H -2.219 -0.750 3.489
O -2.138 2.650 1.498
H -1.670 2.176 0.800
H -1.881 3.571 1.384
O -3.115 0.824 -1.052
H -3.493 0.660 -0.178
H -2.189 0.547 -0.987
O -0.333 1.297 -2.730
H -0.197 1.180 -1.777
H -0.323 2.248 -2.873
O -2.690 -1.347 -2.280
H -3.341 -0.623 -2.151
H -2.924 -1.753 -3.128
O 4.288 -0.855 1.050
H 4.366 -1.663 0.528
H 5.183 -0.681 1.376
O 2.028 -2.550 1.613
H 1.085 -2.734 1.536
H 2.476 -3.403 1.538
O 2.795 1.471 2.093
H 3.617 1.970 2.185
H 2.081 2.113 2.230
O -3.253 -2.357 0.364
H -3.637 -3.089 0.871
H -3.968 -1.710 0.263
O 0.648 3.945 -0.492
H 0.699 4.023 -1.448
H 0.359 3.042 -0.310
O 3.187 1.328 -1.474
H 3.061 1.085 -2.396
H 2.702 0.666 -0.957
```

The total charge is +2. The LUMO energy is -0.3009 Ha. The calculation puts the HOMO energy at -15.0 eV. The HOMO-LUMO gap is 6.7659 eV. The total energy comes out at -140807.747 eV.

=====

Record 5
Entry from the OMol25 dataset: a structure of composition H26HeO13 (wB97M-V/def2-TZVPD).

Structure (XYZ):
```
40
Properties=species:S:1:pos:R:3
He 18.748 18.402 -1.897
O 21.513 16.175 0.467
H 20.586 16.073 0.248
H 21.520 16.337 1.411
O 18.438 21.638 -3.262
H 19.360 21.890 -3.205
H 17.963 22.469 -3.278
O 21.746 18.803 0.312
H 21.742 17.850 0.404
H 20.838 19.028 0.106
O 21.160 19.578 -4.448
H 22.100 19.505 -4.612
H 20.771 19.670 -5.318
O 16.621 19.500 -3.133
H 16.816 18.820 -3.779
H 17.304 20.158 -3.264
O 19.487 16.511 -5.428
H 18.611 16.824 -5.205
H 19.983 16.583 -4.613
O 16.937 17.008 -4.672
H 16.432 16.546 -4.003
H 16.351 17.053 -5.427
O 18.544 22.342 -0.538
H 17.658 22.615 -0.302
H 18.442 21.891 -1.376
O 16.378 18.059 -0.533
H 17.152 18.225 0.005
H 16.581 18.460 -1.378
O 15.449 15.909 -2.372
H 15.672 16.476 -1.634
H 15.897 15.084 -2.184
O 19.102 19.446 0.873
H 18.810 19.369 1.781
H 18.786 20.304 0.592
O 19.128 15.609 -1.445
H 19.666 16.084 -2.078
H 18.319 15.413 -1.916
O 20.799 16.966 -3.075
H 21.661 16.549 -3.063
H 20.964 17.849 -3.404
```

The LUMO energy is -0.0004 Ha. The calculation puts the HOMO energy at -10.0 eV. The HOMO-LUMO gap is 9.9849 eV. The total energy comes out at -27119.708 eV.

=====

Record 6
Entry from the OMol25 dataset: a structure of composition H26MgO29S4Zn2 (wB97M-V/def2-TZVPD).

Structure (XYZ):
```
62
Properties=species:S:1:pos:R:3
Mg 14.294 5.694 -8.694
Zn 18.085 6.073 -4.100
Zn 13.257 5.394 -3.970
S 15.532 6.799 -5.854
O 16.753 6.066 -5.448
O 14.591 6.622 -4.752
O 15.850 8.241 -5.952
O 14.987 6.311 -7.098
S 14.354 2.395 -8.024
O 14.698 3.874 -8.200
O 14.407 2.158 -6.556
O 13.026 2.138 -8.545
O 15.391 1.625 -8.730
S 13.222 6.715 -0.917
O 13.093 6.378 -2.407
O 13.578 8.131 -0.862
O 11.941 6.401 -0.283
O 14.293 5.868 -0.344
S 11.088 5.761 -8.439
O 10.344 6.294 -7.272
O 10.585 4.476 -8.880
O 11.060 6.749 -9.550
O 12.561 5.670 -8.045
O 11.773 6.648 -4.992
H 12.016 7.575 -5.240
H 10.882 6.541 -5.384
O 17.948 4.068 -3.789
H 18.795 3.606 -3.782
H 17.289 3.381 -3.995
O 17.206 4.072 -7.284
H 16.356 4.006 -7.823
H 17.082 4.857 -6.751
O 15.306 9.301 -2.718
H 15.153 8.478 -3.204
H 16.241 9.496 -2.835
O 12.801 11.105 -7.678
H 13.735 11.074 -7.416
H 12.818 11.138 -8.640
O 12.438 9.184 -5.673
H 13.381 8.994 -5.605
H 12.350 9.735 -6.472
O 16.803 6.493 -2.558
H 17.032 7.180 -1.917
H 16.070 6.002 -2.132
O 19.442 5.598 -5.662
H 19.367 5.907 -6.576
H 19.943 4.777 -5.717
O 13.074 4.342 -5.685
H 13.393 3.512 -6.141
H 12.806 4.956 -6.416
O 16.081 5.855 -9.646
H 16.492 6.718 -9.745
H 16.683 5.233 -10.073
O 18.188 8.113 -4.431
H 17.625 8.412 -5.185
H 18.462 8.920 -3.981
O 14.019 7.602 -9.489
H 14.511 8.252 -9.995
H 13.195 8.052 -9.216
O 17.226 9.836 -7.498
H 16.741 9.189 -6.910
H 17.228 9.423 -8.365
```

The total charge is -2. The LUMO energy is 0.0487 Ha. The calculation puts the HOMO energy at -2.2 eV. The HOMO-LUMO gap is 3.5578 eV. The total energy comes out at -205430.529 eV.

=====

Record 7
Entry from the OMol25 dataset: a cluster of 12 separate species, H26NO11 in total (wB97M-V/def2-TZVPD).

Structure (XYZ):
```
38
Properties=species:S:1:pos:R:3
N 0.288 -0.227 -0.016
H 0.643 -0.617 0.955
H -0.306 0.791 -0.129
H -0.272 -1.028 -0.360
H 1.235 -0.136 -0.517
O 1.506 2.020 1.941
H 1.913 2.115 2.814
H 0.724 2.595 2.069
O -2.145 -2.367 -1.887
H -2.631 -2.612 -0.977
H -1.383 -2.889 -1.707
O -1.600 -0.596 1.591
H -1.949 -1.576 1.659
H -2.184 -0.373 0.847
O 3.186 -0.087 0.920
H 2.833 0.699 1.417
H 4.074 -0.267 1.368
O -0.578 -0.307 -2.920
H -1.169 -0.930 -2.525
H -0.802 0.539 -2.917
O 3.147 -0.631 -2.052
H 2.905 0.135 -2.517
H 3.730 -0.271 -1.323
O 0.089 -3.392 -0.745
H 1.075 -3.433 -1.095
H 0.207 -3.753 0.224
O 0.341 2.417 -2.152
H -0.423 2.547 -2.710
H 1.053 2.608 -2.833
O 0.394 -0.816 3.552
H -0.492 -0.702 3.091
H 0.512 -0.227 4.271
O -2.603 0.273 -0.834
H -3.314 -0.276 -1.302
H -3.101 1.045 -0.879
O -1.448 2.898 1.649
H -1.370 3.823 1.653
H -2.083 3.010 2.376
```

The total charge is +1. The LUMO energy is -0.1113 Ha. The calculation puts the HOMO energy at -13.8 eV. The HOMO-LUMO gap is 10.7697 eV. The total energy comes out at -24427.427 eV.

=====

Record 8
Entry from the OMol25 dataset: a cluster of 13 separate species, H26O13 in total (wB97M-V/def2-TZVPD).

Structure (XYZ):
```
39
Properties=species:S:1:pos:R:3
O 0.692 -1.345 -2.842
H 0.088 -1.167 -3.560
H 1.088 -0.469 -2.610
O -2.732 -1.167 -1.326
H -2.535 -1.328 -0.483
H -2.347 -0.338 -1.493
O 0.296 -0.207 0.407
H 0.071 -1.041 0.010
H 0.797 0.173 -0.357
O -0.799 2.883 0.747
H -0.634 2.174 1.361
H -1.626 3.192 1.019
O -2.147 1.437 -1.351
H -2.992 1.799 -1.117
H -1.380 1.812 -0.957
O -0.505 -3.461 1.639
H 0.264 -4.095 1.743
H -0.476 -3.150 0.791
O 1.304 -0.089 3.228
H 1.062 0.075 2.150
H 2.027 -0.550 3.102
O 3.453 -1.006 -0.546
H 3.406 -0.778 0.466
H 3.378 -0.106 -0.829
O 0.246 -2.779 -0.780
H 0.338 -2.168 -1.504
H 1.113 -3.339 -0.680
O -2.136 -1.195 1.464
H -1.673 -1.811 1.841
H -1.812 -0.429 1.984
O -0.896 1.086 3.145
H 0.026 0.823 3.104
H -1.127 1.320 4.016
O 1.524 1.166 -2.271
H 1.931 1.368 -3.166
H 1.314 2.108 -2.279
O 0.730 3.403 -1.533
H 0.150 4.055 -1.875
H 0.526 3.133 -0.643
```

The LUMO energy is -0.0035 Ha. The calculation puts the HOMO energy at -9.8 eV. The HOMO-LUMO gap is 9.6806 eV. The total energy comes out at -27038.131 eV.

=====

Record 9
Entry from the OMol25 dataset: a cluster of 13 separate species, H26O13 in total (wB97M-V/def2-TZVPD).

Structure (XYZ):
```
39
Properties=species:S:1:pos:R:3
H 1.081 0.908 -0.252
H -0.042 0.799 0.595
H 3.833 2.164 -1.851
H 2.378 1.841 -1.710
H -0.330 4.366 2.315
H -1.419 5.222 1.507
H 3.179 1.551 2.118
H 2.844 2.915 2.486
H 3.280 -0.828 -1.466
H 2.011 -0.917 -0.541
H 0.577 -0.741 3.077
H -0.402 0.189 2.398
H -2.371 -0.942 -3.875
H -0.889 -1.074 -3.559
H -2.624 -2.379 0.070
H -2.028 -0.958 0.120
H -4.376 2.175 0.203
H -3.672 1.402 -0.825
H 1.770 -1.391 -3.293
H 1.272 -1.480 -4.825
H -0.822 -0.609 -0.892
H -2.202 -0.460 -1.469
H 0.654 -3.023 2.648
H 2.007 -2.509 2.115
H -2.323 -3.519 2.447
H -1.253 -3.334 1.419
O 0.837 0.568 0.621
O 2.931 2.562 -1.901
O -0.487 4.926 1.593
O 2.423 2.096 2.444
O 2.667 -1.460 -1.055
O -0.374 -0.372 3.158
O -1.688 -0.603 -3.297
O -2.769 -1.486 -0.263
O -3.474 2.037 -0.153
O 1.237 -1.910 -3.953
O -1.408 0.079 -1.365
O 1.530 -2.751 2.929
O -1.555 -3.055 2.280
```

The LUMO energy is -0.0133 Ha. The calculation puts the HOMO energy at -9.9 eV. The HOMO-LUMO gap is 9.5202 eV. The total energy comes out at -27036.445 eV.

=====

Record 10
Entry from the OMol25 dataset: a cluster of 13 separate species, H26O13 in total (wB97M-V/def2-TZVPD).

Structure (XYZ):
```
39
Properties=species:S:1:pos:R:3
O 2.810 0.899 1.288
H 2.151 0.320 0.882
H 3.621 0.380 1.286
O -0.384 -0.265 -3.195
H -0.807 0.139 -3.959
H -1.057 -0.243 -2.499
O 2.079 -0.221 -1.975
H 2.636 -0.793 -2.509
H 1.172 -0.425 -2.257
O 2.604 2.526 -1.170
H 2.844 2.613 -0.241
H 2.225 1.638 -1.235
O 0.003 0.011 0.573
H 0.025 -0.834 0.097
H -0.049 0.681 -0.124
O -0.379 -2.550 -0.513
H -0.241 -3.402 -0.950
H -1.214 -2.217 -0.879
O -2.721 -0.441 2.241
H -1.906 -0.334 1.733
H -2.987 -1.355 2.094
O 2.009 -2.623 0.739
H 1.128 -2.631 0.316
H 1.832 -2.483 1.676
O -1.368 2.519 -0.194
H -1.349 2.171 0.712
H -2.240 2.925 -0.280
O -0.200 -3.226 2.787
H -0.890 -3.533 3.384
H -0.671 -2.818 2.052
O -0.164 0.485 3.165
H 0.412 -0.177 3.560
H -0.055 0.369 2.198
O 0.153 4.118 -1.851
H -0.205 3.485 -1.205
H -0.606 4.645 -2.125
O -2.531 -0.090 -1.347
H -2.270 0.845 -1.321
H -3.410 -0.109 -0.952
```

The LUMO energy is -0.0226 Ha. The calculation puts the HOMO energy at -9.8 eV. The HOMO-LUMO gap is 9.1831 eV. The total energy comes out at -27039.803 eV.

=====

Record 11
Entry from the OMol25 dataset: a cluster of 13 separate species, H26O13 in total (wB97M-V/def2-TZVPD).

Structure (XYZ):
```
39
Properties=species:S:1:pos:R:3
H 0.635 0.049 -0.506
H -0.458 1.094 -0.350
H 5.045 0.583 -0.900
H 5.185 1.656 -1.968
H 2.494 -2.683 2.501
H 2.030 -2.258 1.118
H -0.251 -0.079 2.703
H -0.744 0.319 4.085
H 1.933 -2.381 -3.162
H 2.424 -2.106 -1.750
H -3.169 -2.157 2.578
H -1.766 -1.650 2.870
H -2.660 0.490 1.637
H -2.718 1.915 1.113
H 0.774 3.451 -0.044
H 1.678 4.066 1.012
H -2.210 4.795 -1.292
H -2.514 3.326 -1.049
H -2.264 -3.265 -0.196
H -2.802 -1.843 -0.189
H -1.050 -3.197 -3.405
H -0.317 -2.317 -4.404
H 3.809 1.065 1.408
H 4.859 0.507 2.355
H -3.283 0.754 -1.854
H -4.730 1.203 -1.744
O -0.206 0.331 -0.882
O 5.111 0.701 -1.854
O 1.917 -2.951 1.778
O -0.446 -0.442 3.574
O 2.626 -2.624 -2.538
O -2.309 -2.446 2.902
O -3.270 1.142 1.273
O 1.393 3.216 0.656
O -1.795 3.926 -1.277
O -2.902 -2.692 -0.635
O -0.673 -2.316 -3.508
O 4.493 1.337 2.030
O -3.873 1.479 -2.087
```

The LUMO energy is -0.0242 Ha. The calculation puts the HOMO energy at -11.2 eV. The HOMO-LUMO gap is 10.5595 eV. The total energy comes out at -27038.825 eV.

=====

Record 12
Entry from the OMol25 dataset: a cluster of 12 separate species, H26O13 in total (wB97M-V/def2-TZVPD).

Structure (XYZ):
```
39
Properties=species:S:1:pos:R:3
H -0.890 0.335 -0.546
H 0.234 -0.585 -0.099
H -0.638 -3.108 -1.341
H -0.513 -1.887 -2.237
H -5.374 0.457 -1.267
H -4.714 1.202 -0.119
H -2.854 0.941 -1.398
H -1.858 0.842 -2.542
H -3.148 -0.734 -0.552
H -1.814 -1.361 -0.183
H 3.204 -0.248 1.807
H 2.510 -1.542 1.414
H -1.380 2.955 0.822
H -1.587 3.781 2.081
H 1.394 1.575 1.751
H 0.410 1.334 2.885
H 3.470 2.433 -1.736
H 2.433 3.233 -0.965
H 4.192 0.874 -1.121
H 4.166 -0.582 -0.686
H 1.046 -2.106 2.117
H -0.163 -1.248 2.454
H -2.021 -4.135 0.867
H -1.174 -3.136 1.639
H 1.621 -1.076 -2.789
H 1.683 -2.015 -1.596
O 0.069 0.296 -0.452
O -0.104 -2.317 -1.478
O -5.478 0.654 -0.330
O -1.930 1.106 -1.618
O -2.452 -0.703 0.115
O 3.010 -1.135 2.130
O -2.013 3.543 1.250
O 1.227 1.800 2.674
O 2.800 3.116 -1.849
O 4.674 0.045 -1.214
O 0.772 -1.188 2.227
O -1.459 -3.361 0.746
O 1.105 -1.380 -2.034
```

The LUMO energy is -0.0146 Ha. The calculation puts the HOMO energy at -8.9 eV. The HOMO-LUMO gap is 8.5118 eV. The total energy comes out at -27033.089 eV.

=====

Q: Among the records above, which one has the lowest LUMO?
A: H24O16SZn2

=====

Q: What is the formula in the seventh record?
A: H26NO11